Below is 2 unconnected molecules or ions with the total composition C2H4OS2, with properties calculated with ωB97M-V/def2-TZVPD.

Output
- E_LUMO: -2.2 eV

ORCA input file:
```
! RIJCOSX wB97M-V def2-TZVPD def2/J DEFGRID3
* xyz 0 1
C 0.31832 -0.09748 -0.66675
C -0.18382 -0.65673 0.77449
H -2.25893 0.42867 -1.02973
H 1.03305 -0.70351 -0.93047
H 0.63370 0.98996 -0.50701
H 1.62695 1.41645 1.20239
O -1.36913 -0.81035 1.17204
S -1.08859 -0.07724 -1.80263
S 1.28846 -0.48976 1.78766
*
```